15
Properties=species:S:1:pos:R:3:nbo_charge:R:1 method="wB97M-V/def2-TZVPD" spin_multiplicity=1 e_above_lowest_kcal_mol=49.1 gap_ev=9.67 e_homo_ev=-8.98 largest_force_ha_per_bohr=0.0975
C 2.191 0.262 -0.008 0.0472
C -0.960 1.106 0.741 -0.6856
C -1.072 -1.416 -0.024 -0.6463
C -0.533 0.051 -0.124 0.5550
N 1.219 -0.289 0.438 -0.5115
O -0.452 0.471 -1.402 -0.7091
Cl 3.845 -0.199 0.245 -0.0600
H 2.299 1.138 -0.748 0.1505
H -0.311 1.899 0.440 0.2352
H -1.980 1.443 0.565 0.2340
H -0.694 0.896 1.733 0.2416
H -2.065 -1.581 -0.143 0.2165
H -0.905 -1.672 0.982 0.2287
H -0.504 -1.991 -0.651 0.2129
H -0.077 -0.117 -2.041 0.4910